Entry from OMol25: a 9-piece molecular cluster, C40H98BF4N6O8 overall at a distorted geometry (wB97M-V/def2-TZVPD).

The value obtained for the frontier orbital gap is 0.2367 Ha. The calculation puts the energy at -79915.648 eV. The total charge is +3. The relative energy (zero: lowest compared OMol25 entry of this formula, charge and spin) comes out at 0.00 kcal per mole.

Geometry as XYZ:
```
157
Properties=species:S:1:pos:R:3:forces:R:3:mulliken_charge:R:1
H 4.100 -6.826 1.410 0.23 0.08 0.27 0.3448
H -5.149 5.908 -3.711 -0.09 0.27 -0.76 0.3715
H -5.029 4.658 4.639 -1.22 -0.04 -0.09 0.3731
O 1.364 -3.455 4.835 -0.94 1.06 0.08 -0.7395
C 2.848 0.082 4.430 0.84 -0.79 0.50 0.6806
C 3.328 3.851 4.897 0.56 -0.91 0.78 -0.9671
C -5.365 4.828 1.966 0.23 -0.09 0.27 -0.8284
H 6.888 -3.481 -0.279 0.01 0.01 -0.02 0.5067
H 3.146 3.368 2.141 0.29 0.18 0.21 0.3601
C -3.223 4.266 -2.936 -0.68 -0.66 0.45 -0.8153
H 3.530 1.634 2.400 -0.47 0.16 -0.32 0.1003
N 2.908 2.600 4.164 -1.55 1.88 -0.80 0.4158
H -2.610 -2.019 -2.168 0.51 -0.14 0.22 0.0853
H -5.842 4.709 0.996 0.09 0.06 0.01 0.3620
H 0.006 -3.068 -3.124 0.24 -0.09 -0.19 0.2784
H 1.091 3.693 3.475 0.89 -0.01 -0.55 0.3936
H -7.418 2.850 3.715 -0.62 0.23 0.02 0.3985
H -4.483 -3.555 -1.272 -0.21 -0.16 0.09 0.4328
H 5.827 0.140 0.380 -0.32 0.09 0.59 -0.4251
H -3.078 5.300 -2.623 0.49 0.07 -0.46 0.4125
O 2.654 -0.764 5.548 -0.42 0.61 -0.70 -0.6307
H -2.787 -2.896 1.947 -0.24 -0.31 -0.38 0.3399
H -3.910 3.698 3.962 -0.03 -0.89 -0.30 0.3214
C 3.855 -2.173 0.023 -0.23 -0.80 -0.75 0.0045
H 1.087 -0.368 1.523 -0.01 0.16 0.08 -0.5871
H 6.033 -4.251 1.300 -0.05 -0.29 0.80 0.5276
N -5.722 3.622 2.808 0.28 1.11 0.55 0.0399
C -4.153 -0.797 -1.465 -0.73 1.14 0.46 -0.1375
H -7.719 3.809 2.182 -0.41 0.04 0.30 0.3690
H -3.609 -5.254 0.322 -0.01 -0.37 0.34 0.3917
H -4.306 -0.624 -2.530 -0.24 -0.75 -0.09 0.6302
H 0.548 -1.860 -5.407 0.18 -0.10 0.20 0.2940
H 6.999 -0.691 -1.153 0.35 -0.21 -0.17 0.2972
H 4.180 1.458 5.471 0.01 0.06 -0.13 0.4070
H 3.822 -1.169 -0.398 0.72 0.09 0.26 0.2398
H -1.230 -3.488 -0.323 0.15 -0.23 -0.19 0.2728
H 2.293 -1.534 -5.720 -0.27 -0.19 -0.82 0.4151
C -1.704 -6.271 0.054 0.11 -0.11 0.54 -1.4349
H 4.646 2.709 3.065 0.05 0.76 -0.52 0.3780
H -3.098 6.157 -4.824 0.50 -0.03 0.15 0.3982
C 6.275 -2.603 -0.491 -0.09 -1.67 0.30 -0.6958
H -0.367 -0.857 -3.447 0.18 0.05 0.17 0.3285
H -3.037 2.635 -5.256 -0.22 -0.27 -0.17 0.3408
N 1.574 -0.385 -4.228 -1.72 1.93 0.84 0.3078
H -3.422 1.806 2.608 -0.27 -0.77 0.15 0.4577
H -4.286 4.919 1.866 -0.10 -0.33 -0.13 0.3118
H 1.677 0.469 0.081 0.08 -0.05 -0.07 0.1408
C 0.813 -0.034 0.521 0.24 0.81 0.67 1.0867
O -3.380 2.939 0.980 -0.41 -0.68 -0.60 -0.4051
H 4.399 3.753 5.070 0.12 0.47 -0.57 0.4158
C 1.923 -2.583 -2.929 1.17 -1.23 -1.16 -0.8664
H 2.296 1.704 -3.733 -0.42 -0.58 0.41 0.1915
H -1.869 1.608 -2.016 0.32 0.08 0.54 0.3220
H 1.719 1.386 -5.420 -0.28 -0.01 0.21 0.3909
H -1.430 3.610 -1.925 -0.23 0.32 0.12 0.4627
H 4.502 -4.086 2.101 -0.85 0.30 -0.39 0.5592
H -4.499 2.264 -4.288 0.08 -0.07 -0.11 0.3427
H -4.222 0.938 1.231 0.73 -0.04 -0.50 -0.4021
H -2.111 -7.120 0.604 0.08 -0.09 -0.08 0.4056
H 5.798 -2.828 -1.443 0.22 0.59 -0.21 0.3906
H -3.929 3.899 -2.186 -0.42 -0.26 -0.46 0.4451
C 1.694 -3.064 3.708 2.24 -2.69 0.71 0.3758
H 2.958 3.844 5.923 -0.65 -0.02 -0.24 0.4194
C 6.456 -0.598 0.874 -0.74 -0.61 0.00 0.0944
C -0.354 1.011 0.545 0.26 -2.38 -0.77 -0.3050
O -2.323 1.995 -2.785 -0.34 0.47 -0.78 -0.1106
O -0.813 1.252 -0.605 -0.47 0.62 -0.64 -0.4892
H -5.552 -1.132 0.199 0.11 0.11 0.00 0.2478
H 2.427 1.616 5.823 0.37 -0.50 0.49 0.2770
H 0.630 -0.940 -0.059 -0.42 0.18 -0.27 -0.1313
N -3.069 -2.575 -0.168 0.56 -0.83 -0.41 0.9414
H 3.688 -2.878 -0.793 -0.49 0.20 0.15 -0.2872
H -2.439 2.692 0.962 0.35 -0.22 -0.08 0.1517
C -4.047 2.946 -5.005 0.12 0.58 1.08 -0.8855
C 1.402 2.757 3.938 -0.67 -0.17 0.93 -1.1624
H 0.911 1.930 3.429 0.52 -0.07 -0.29 0.3567
H 3.225 0.731 -4.858 0.10 0.22 0.02 0.5009
C 2.211 0.978 -4.540 1.43 -1.00 -0.97 -0.8363
H -7.223 4.662 3.734 -0.78 -0.09 -0.01 0.4288
C 1.314 -1.097 -5.528 0.89 -0.29 0.91 -0.7855
H 3.422 -1.111 -3.632 0.15 -0.56 0.28 0.5249
H 8.165 -1.522 -0.100 -0.09 -0.49 -0.23 0.3978
C -4.987 3.689 4.140 0.96 -0.02 -0.91 -0.7952
H 6.159 -2.311 2.323 0.67 0.39 -0.08 0.5377
H -6.068 2.454 1.137 -0.02 -0.16 -0.03 0.4274
C 7.108 -1.359 -0.300 -0.22 1.40 0.02 -0.9173
H -3.390 -1.356 1.467 0.62 0.52 0.14 0.1658
H -1.643 -6.568 -0.992 -0.37 0.39 -0.13 0.3799
H 4.740 -1.393 2.145 0.06 0.41 -0.05 0.2198
H 2.001 0.154 3.742 -0.26 -0.10 0.14 -0.2008
N -3.899 4.300 -4.326 0.47 0.15 -0.03 -0.0603
C 0.263 0.015 -3.602 -0.66 0.12 0.21 -1.3837
H 2.190 -3.145 -3.832 -0.95 -0.28 -0.27 0.5175
H -2.322 -4.908 1.519 -0.20 0.41 -0.03 0.2353
C -2.004 3.374 -2.823 0.54 0.23 -0.01 -0.5016
H -2.039 4.755 -5.211 -0.05 0.15 -0.46 0.3864
H -1.974 -0.932 -0.847 -0.04 0.40 -0.52 -0.5192
H 7.114 -0.084 1.571 0.23 -0.14 -0.20 0.6402
H 0.977 -0.411 -6.300 0.26 0.13 0.13 0.3115
H 3.694 -0.303 3.856 0.01 0.10 -0.24 0.0242
H -5.722 5.734 2.454 -0.24 -0.17 0.08 0.4252
H -1.346 3.674 -3.646 0.30 -0.63 -0.17 0.2422
F 4.925 2.618 -2.219 -0.14 0.30 -0.37 -0.2952
C -5.232 -1.632 -0.716 0.29 0.29 -0.17 -1.1399
F 4.621 0.493 -1.547 0.26 -1.12 0.14 -0.3151
C -7.213 3.751 3.142 1.85 -0.37 -0.29 -0.8543
H -5.754 4.342 -3.355 -0.12 -0.23 -0.25 0.3775
H 2.586 -3.118 -2.247 0.03 0.69 0.31 0.1824
O 0.611 -2.771 -2.440 -0.04 0.44 0.05 -0.3039
H -6.125 -1.734 -1.329 0.04 -0.45 0.08 0.4500
F 2.837 1.817 -1.706 -0.82 0.27 0.26 -0.1860
C 2.424 -1.179 -3.203 -0.97 1.27 0.07 0.4903
H -5.330 2.844 4.729 0.20 0.19 0.26 0.3802
C -4.018 1.903 1.700 -1.17 1.78 1.40 0.5893
H -3.477 5.320 -6.242 0.00 -0.88 -0.10 0.3608
H 0.408 0.572 -2.676 0.32 -0.44 0.23 0.3512
N 5.161 -2.654 0.552 -0.48 1.00 0.20 0.7345
H 4.874 -7.310 -0.075 -0.06 0.05 -0.06 0.4067
H 3.007 4.733 4.352 0.27 -0.03 -0.02 0.3638
H -5.921 1.532 2.659 -0.09 0.01 -0.03 0.3104
C 3.175 1.401 5.059 -0.92 1.14 -0.30 -0.8105
C 4.898 -6.561 0.718 -0.55 -0.02 -0.35 -1.4753
H 5.886 -6.651 1.169 -0.13 0.09 0.28 0.3675
C -2.262 -3.827 -0.437 0.98 0.05 0.25 -0.8683
C 4.966 -4.082 1.116 3.23 0.59 -0.16 -0.9588
C 0.743 -3.327 2.561 0.55 0.17 -0.93 -0.1410
O -0.831 1.371 1.626 -0.25 0.83 0.53 -0.7430
H -2.448 -4.076 -1.482 0.08 -0.15 0.02 0.5738
C -3.045 5.157 -5.256 -0.73 0.87 1.27 -0.8430
H -1.603 -1.861 1.289 -0.14 0.53 -0.60 0.1665
H -4.696 3.091 -5.865 0.23 -0.07 -0.11 0.4883
H 3.096 -2.275 0.799 0.13 -0.14 0.13 -0.2996
H 0.161 -4.222 2.776 -0.74 0.58 0.26 0.4516
C -2.548 -5.048 0.464 -0.03 0.14 -1.18 -0.3346
H -5.746 4.739 -5.092 -0.43 0.92 0.15 0.3504
H -4.269 0.234 -1.122 0.77 -0.02 0.46 -0.0227
C -5.255 4.914 -4.138 0.46 -1.01 0.38 -0.8045
H -0.297 0.720 -4.218 0.32 -0.19 -0.53 0.5967
H 0.896 2.848 4.902 0.41 -0.34 0.30 0.4271
H -0.680 -6.151 0.410 0.03 0.09 -0.04 0.3395
C -2.656 -2.116 1.198 -1.53 0.05 0.59 -0.6288
B 4.199 1.817 -1.364 0.96 0.63 -0.07 0.0525
H 5.435 -5.158 -0.710 0.13 0.56 0.05 0.2859
C -4.514 -2.924 -0.384 -0.13 -0.11 0.03 -0.7946
C 4.706 -5.167 0.104 -0.59 -0.26 -0.59 0.0253
H 2.405 -0.578 -2.292 0.07 0.24 -0.19 -0.4679
H 1.316 -3.606 1.671 0.23 0.19 -0.04 0.2031
H -4.854 -3.514 0.465 -0.28 0.21 -0.05 0.4949
O 2.911 -2.780 3.422 -0.59 1.25 -0.89 -0.6362
H 0.276 -2.371 2.314 -0.78 -0.35 0.05 -0.3652
H 3.746 -5.022 -0.399 -0.26 -0.43 0.23 0.0869
C 5.646 -1.671 1.603 -0.80 -0.76 0.70 -0.6950
C -2.821 -1.494 -1.238 0.08 -0.54 0.79 0.2582
C -5.489 2.327 2.052 0.94 0.22 0.08 -1.1447
F 4.450 2.234 -0.040 -0.60 -0.35 0.03 -0.2897
H 2.458 -1.636 5.171 0.16 -0.60 0.36 0.3383
C 3.589 2.642 2.813 0.61 -2.01 1.04 -0.7517
```
Positions in Å, forces in eV/Å.